Record 1
ORCA calculation (ωB97M-V/def2-TZVPD) on a cluster of 7 separate species, C28H34F6INO22P in total at a distorted geometry.

Positions of all 93 atoms, in Å:
C: 2.670 3.741 -0.369
C: 1.754 3.255 0.223
C: 0.679 2.668 0.996
C: 1.347 1.945 2.187
C: 2.630 1.180 1.840
O: 3.793 1.940 2.172
C: -0.082 3.981 1.565
O: -0.281 4.040 2.794
O: -0.399 4.812 0.660
N: -0.293 1.895 0.207
C: -1.039 0.820 0.808
I: -2.240 1.382 2.531
C: -0.291 -0.508 1.071
C: -0.816 -1.622 0.173
P: -0.129 1.580 -1.474
C: 1.513 0.836 -1.792
O: 0.131 3.001 -2.242
H: 3.261 4.449 -0.893
H: 0.688 1.235 2.675
H: 1.637 2.661 2.943
H: 2.658 0.271 2.448
H: 2.631 0.846 0.805
H: 4.350 1.949 1.392
H: -1.803 0.571 0.085
H: -0.417 -0.781 2.114
H: 0.775 -0.386 0.912
H: -1.897 -1.570 0.082
H: -0.495 -2.595 0.522
H: -0.424 -1.474 -0.831
H: 1.500 0.567 -2.842
H: 2.338 1.526 -1.645
H: 1.632 -0.085 -1.233
H: -0.693 3.496 -2.223
C: -4.083 -5.353 1.928
C: -2.699 -5.671 1.411
O: -2.001 -4.467 1.655
C: -2.592 -3.858 2.723
O: -2.123 -2.975 3.350
O: -3.800 -4.424 2.976
F: -2.698 -5.930 0.079
H: -4.694 -4.870 1.164
H: -4.609 -6.223 2.313
H: -2.198 -6.490 1.931
C: -0.970 -2.391 6.540
C: -1.625 -3.671 6.997
O: -1.280 -3.717 8.371
C: -1.113 -2.426 8.791
O: -1.069 -2.093 9.926
O: -1.018 -1.593 7.732
F: -1.113 -4.765 6.374
H: 0.070 -2.548 6.252
H: -1.500 -1.911 5.721
H: -2.711 -3.683 6.895
C: -7.119 2.395 4.591
C: -5.785 1.830 4.164
O: -5.809 0.533 4.746
C: -7.110 0.150 4.832
O: -7.481 -0.956 5.032
O: -7.933 1.216 4.656
F: -4.760 2.537 4.687
H: -7.062 2.856 5.577
H: -7.528 3.110 3.882
H: -5.649 1.741 3.085
C: 1.556 -1.101 -7.256
C: 0.506 -0.030 -7.431
O: -0.366 -0.272 -6.346
C: 0.376 -0.843 -5.347
O: 0.030 -0.937 -4.223
O: 1.569 -1.269 -5.833
F: -0.181 -0.176 -8.597
H: 1.260 -2.036 -7.731
H: 2.534 -0.811 -7.623
H: 0.884 0.992 -7.369
C: 4.623 5.797 2.692
C: 4.781 7.297 2.764
O: 5.847 7.535 1.858
C: 5.813 6.536 0.924
O: 6.387 6.568 -0.112
O: 5.025 5.527 1.345
F: 5.149 7.717 4.003
H: 5.295 5.287 3.382
H: 3.605 5.459 2.865
H: 3.904 7.860 2.444
C: 1.749 -4.450 -10.881
C: 3.115 -4.658 -11.494
O: 3.805 -3.484 -11.103
C: 3.249 -3.054 -9.935
O: 3.732 -2.258 -9.207
O: 2.063 -3.675 -9.720
F: 3.064 -4.717 -12.846
H: 1.098 -3.874 -11.540
H: 1.254 -5.377 -10.606
H: 3.652 -5.531 -11.120

Values from the calculation:
charge: -1
total energy: -109817.41972 eV
lowest unoccupied orbital energy: 1.38 eV
gap between HOMO and LUMO: 5.97 eV
F_max: 0.036 hartree/bohr
HOMO energy: -0.1687 Eh



Record 2
ORCA calculation (ωB97M-V/def2-TZVPD) on the molecule C4H7NS at a distorted geometry.

Positions of all 13 atoms, in Å:
C: -0.227 0.118 0.260
C: 1.251 -0.053 0.350
C: 1.996 -1.227 -0.238
C: -2.412 0.875 -0.040
N: -1.432 -0.026 0.200
S: 1.207 1.706 -0.358
H: 1.430 -0.053 1.389
H: 1.795 -1.399 -1.231
H: 1.403 -2.049 0.159
H: 3.066 -1.223 -0.025
H: -3.344 0.434 -0.287
H: -2.248 1.404 -1.010
H: -2.486 1.494 0.830

Values from the calculation:
SMILES: C/N=C1\S[C@@H]1C
charge: 0
total energy: -16584.03404 eV
lowest unoccupied orbital energy: 0.70 eV
gap between HOMO and LUMO: 9.00 eV
ΔE to the lowest compared entry with this formula, charge and spin: 2.897 eV
F_max: 0.101 hartree/bohr
HOMO energy: -0.3049 Eh



Record 3
ORCA calculation (ωB97M-V/def2-TZVPD) on the molecule C20H32ClN3O2S.

Positions of all 59 atoms, in Å:
C: -4.034 3.198 -0.150
C: -2.521 3.044 -0.066
C: -2.081 1.588 -0.018
C: -0.569 1.426 0.063
C: -0.135 -0.031 0.122
C: 1.373 -0.176 0.203
N: 1.753 -1.572 0.279
C: 2.989 -2.006 -0.054
O: 3.857 -1.273 -0.486
C: 3.223 -3.492 0.233
C: 3.879 -3.574 1.594
C: 5.154 -3.057 1.770
C: 5.774 -3.101 3.012
C: 7.157 -2.534 3.186
C: 5.098 -3.671 4.085
C: 3.825 -4.183 3.904
Cl: 2.990 -4.897 5.247
C: 3.208 -4.140 2.666
N: 4.039 -4.119 -0.787
C: 4.296 -5.506 -0.423
C: 4.914 -6.365 -1.525
C: 3.895 -7.178 -2.309
S: 2.869 -6.262 -3.465
N: 3.786 -5.796 -4.590
O: 1.679 -7.051 -3.711
C: 2.376 -4.786 -2.573
C: 3.566 -3.920 -2.144
H: -4.326 4.248 -0.183
H: -4.428 2.715 -1.047
H: -4.524 2.743 0.713
H: -2.055 3.536 -0.925
H: -2.150 3.563 0.824
H: -2.546 1.097 0.844
H: -2.455 1.068 -0.907
H: -0.105 1.908 -0.804
H: -0.195 1.954 0.946
H: -0.599 -0.510 0.993
H: -0.501 -0.562 -0.763
H: 1.848 0.264 -0.674
H: 1.762 0.374 1.068
H: 1.104 -2.215 0.700
H: 2.233 -3.990 0.307
H: 5.657 -2.613 0.918
H: 7.497 -2.617 4.217
H: 7.869 -3.057 2.546
H: 7.176 -1.481 2.903
H: 5.559 -3.719 5.063
H: 2.215 -4.558 2.548
H: 4.944 -5.514 0.453
H: 3.356 -6.001 -0.095
H: 5.520 -5.769 -2.209
H: 5.598 -7.072 -1.053
H: 4.379 -7.896 -2.970
H: 3.210 -7.714 -1.648
H: 3.440 -6.075 -5.500
H: 1.785 -4.282 -3.340
H: 1.712 -5.073 -1.754
H: 3.319 -2.869 -2.265
H: 4.380 -4.085 -2.850

Values from the calculation:
SMILES: CCCCCCNC(=O)[C@H](c1cc(C)cc(Cl)c1)N1CCC[S@@](=N)(=O)CC1
charge: 0
total energy: -53181.85444 eV
lowest unoccupied orbital energy: 0.44 eV
gap between HOMO and LUMO: 9.38 eV
ΔE to the lowest compared entry with this formula, charge and spin: 0.150 eV
F_max: 0.007 hartree/bohr
HOMO energy: -0.3286 Eh



Record 4
ORCA calculation (ωB97M-V/def2-TZVPD) on the molecule C15H14N2O3.

Positions of all 34 atoms, in Å:
C: -1.410 4.177 4.164
C: -0.431 3.066 4.515
H: 0.321 3.412 5.228
H: -0.969 2.206 4.927
O: 0.311 2.642 3.372
C: -0.285 1.754 2.562
O: -1.382 1.299 2.764
C: 0.571 1.394 1.401
C: 0.138 0.368 0.568
C: 0.906 0.002 -0.531
C: 2.099 0.678 -0.788
C: 2.520 1.699 0.043
C: 1.764 2.063 1.142
H: 2.085 2.858 1.795
H: 3.446 2.212 -0.170
H: 2.698 0.399 -1.644
N: 0.535 -1.014 -1.415
C: -0.509 -1.895 -1.320
O: -1.301 -1.935 -0.407
C: -0.575 -2.848 -2.469
C: -0.272 -2.499 -3.782
C: -0.395 -3.459 -4.772
C: -0.816 -4.731 -4.411
N: -1.118 -5.069 -3.169
C: -1.009 -4.153 -2.228
H: -1.272 -4.456 -1.224
H: -0.927 -5.514 -5.149
H: -0.177 -3.223 -5.802
H: 0.021 -1.489 -4.038
H: 1.171 -1.145 -2.190
H: -0.788 -0.137 0.790
H: -0.885 5.014 3.711
H: -2.155 3.806 3.465
H: -1.912 4.518 5.065

Values from the calculation:
SMILES: CCOC(=O)c1cccc(NC(=O)c2cccnc2)c1
charge: 0
total energy: -24905.76377 eV
lowest unoccupied orbital energy: 0.27 eV
gap between HOMO and LUMO: 9.11 eV
ΔE to the lowest compared entry with this formula, charge and spin: 0.355 eV
F_max: 0.011 hartree/bohr
HOMO energy: -0.3250 Eh



Record 5
ORCA calculation (ωB97M-V/def2-TZVPD) on a structure of composition C6H15BrMnNO6P at a distorted geometry.

Positions of all 31 atoms, in Å:
Mn: -0.442 -0.424 1.469
Br: 1.929 -0.663 2.432
P: -2.497 0.354 2.406
O: -1.129 0.865 2.760
O: -1.887 -1.047 2.712
O: -2.189 0.584 0.935
O: -3.154 1.282 3.477
C: -0.325 -3.709 1.212
O: -0.560 -2.438 0.569
C: -0.254 -2.424 -0.871
C: -0.661 -1.017 -1.380
N: -0.009 0.101 -0.631
C: 1.419 0.447 -0.975
C: 1.648 1.976 -0.773
O: 0.898 2.721 -1.763
C: 0.835 4.143 -1.494
H: 0.599 -4.257 1.025
H: -1.065 -4.421 0.847
H: -0.513 -3.579 2.278
H: -0.815 -3.186 -1.413
H: 0.816 -2.627 -0.914
H: -1.724 -0.945 -1.151
H: -0.496 -1.025 -2.457
H: -0.585 0.911 -0.810
H: 1.716 0.195 -1.993
H: 2.015 -0.179 -0.310
H: 2.714 2.129 -0.944
H: 1.423 2.418 0.197
H: 0.106 4.487 -0.760
H: 0.430 4.636 -2.377
H: 1.758 4.691 -1.303

Values from the calculation:
charge: -1
total energy: -130893.51651 eV
2S+1: 7
lowest unoccupied orbital energy (spin up / spin down): 2.89 / 2.83 eV
gap between HOMO and LUMO (spin up / spin down): 6.72 / 7.66 eV
ΔE to the lowest compared entry with this formula, charge and spin: 0.642 eV
F_max: 0.171 hartree/bohr
⟨S²⟩: 12.01
HOMO energy (spin up / spin down): -0.1407 / -0.1773 Eh



Record 6
ORCA calculation (ωB97M-V/def2-TZVPD) on a structure of composition C21H22Cl2N2O7W.

Positions of all 55 atoms, in Å:
W: 0.529 -0.175 -0.832
O: 2.718 -3.344 -1.690
C: 2.343 -2.645 -0.849
O: 1.046 -1.881 -1.096
C: 2.804 -2.287 0.532
C: 1.574 -2.167 1.465
C: 1.989 -2.229 2.922
C: 2.747 -0.892 3.089
C: 2.553 -0.228 1.733
O: 1.249 -0.746 1.278
C: 3.437 -0.840 0.645
C: 3.304 -0.030 -0.640
O: 3.977 -0.065 -1.605
O: 2.152 0.809 -0.597
H: 3.512 -3.052 0.846
H: 0.717 -2.769 1.180
H: 2.597 -3.108 3.129
H: 1.107 -2.271 3.556
H: 3.806 -1.021 3.307
H: 2.317 -0.281 3.879
H: 2.525 0.853 1.742
H: 4.494 -0.907 0.894
C: 1.807 0.860 -4.675
C: 0.825 0.987 -3.575
O: 0.856 0.007 -2.683
C: -0.125 1.955 -3.439
C: -1.157 1.853 -2.487
C: -2.366 2.706 -2.639
N: -1.106 0.969 -1.480
N: -2.286 0.847 -0.773
C: -2.197 -0.104 0.083
O: -1.020 -0.777 0.111
C: -3.238 -0.504 1.012
C: -4.377 0.292 1.160
C: -5.374 -0.102 2.031
C: -5.243 -1.285 2.750
C: -4.113 -2.078 2.602
C: -3.106 -1.690 1.736
H: 2.793 0.641 -4.264
H: 1.845 1.767 -5.273
H: 1.518 0.027 -5.320
H: -0.187 2.742 -4.175
H: -2.190 3.485 -3.376
H: -2.663 3.134 -1.683
H: -3.197 2.080 -2.974
H: -4.470 1.209 0.594
H: -6.258 0.509 2.151
H: -6.028 -1.592 3.427
H: -4.021 -3.001 3.158
H: -2.231 -2.312 1.608
Cl: -0.015 1.902 1.204
C: 0.896 3.400 0.758
Cl: 0.167 4.222 -0.600
H: 1.904 3.091 0.506
H: 0.864 4.033 1.638

Values from the calculation:
charge: +2
total energy: -66303.07567 eV
lowest unoccupied orbital energy: -8.52 eV
gap between HOMO and LUMO: 5.85 eV
ΔE to the lowest compared entry with this formula, charge and spin: 0.079 eV
F_max: 0.016 hartree/bohr
HOMO energy: -0.5281 Eh